1.
Below is a cluster of 3 separate species, C13H31BO10P3 in total at a distorted geometry, with properties calculated with ωB97M-V/def2-TZVPD.

```
! wB97M-V def2-TZVPD RIJCOSX def2/J DEFGRID3
* xyz -1 1
C -3.971 0.676 0.119
C -2.656 0.625 -0.055
B -0.993 0.698 -0.074
C -0.505 0.411 1.467
C 0.975 -0.230 1.607
C 1.297 -1.412 0.573
O 2.169 -1.185 -0.344
O 0.687 -2.710 0.563
P -0.597 2.510 -0.684
C -1.272 2.600 -2.491
C 1.283 2.791 -0.783
H -5.084 0.518 -0.152
H -0.654 -0.113 -0.870
H -1.296 -0.215 2.048
H -0.466 1.435 2.025
H 1.829 0.557 1.612
H 1.020 -0.711 2.670
H 0.064 -2.777 -0.212
H -0.420 2.806 -3.259
H -2.093 3.418 -2.590
H -1.779 1.587 -2.750
H 1.786 1.822 -0.388
H 1.604 3.053 -1.858
H 1.537 3.637 -0.046
C -1.907 1.142 -8.248
O -1.333 0.292 -7.270
P 0.077 0.719 -6.639
O 0.241 2.168 -6.366
O 1.165 0.096 -7.646
C 1.385 0.743 -8.885
O 0.204 -0.228 -5.362
C 1.399 -0.104 -4.603
H -2.952 0.862 -8.383
H -1.862 2.186 -7.932
H -1.391 1.023 -9.203
H 1.095 1.796 -8.850
H 0.814 0.231 -9.662
H 2.447 0.680 -9.130
H 1.506 0.918 -4.232
H 2.265 -0.368 -5.215
H 1.349 -0.784 -3.752
C -1.090 -3.878 6.758
O -0.997 -2.906 7.787
P -0.256 -1.526 7.450
O -0.528 -0.966 6.100
O 1.291 -1.827 7.755
C 2.028 -2.594 6.819
O -0.674 -0.583 8.669
C -0.123 0.725 8.665
H -1.826 -4.627 7.053
H -1.411 -3.422 5.819
H -0.128 -4.374 6.618
H 1.582 -2.553 5.822
H 2.068 -3.631 7.160
H 3.044 -2.202 6.766
H -0.416 1.256 7.757
H 0.967 0.677 8.728
H -0.500 1.270 9.531
*
```

For the gap between HOMO and LUMO, the calculation gives 0.2073 hartree. Its max |F| is 6.98 eV Å⁻¹. The energy is -2315.3355 Ha.

2.
Below is the molecule C4H6N6 at a distorted geometry, with properties calculated with ωB97M-V/def2-TZVPD.

```
! wB97M-V def2-TZVPD RIJCOSX def2/J DEFGRID3
* xyz 0 1
C -1.088 -0.888 0.619
N -0.793 0.589 0.562
N 0.466 0.775 -0.028
C 1.523 1.553 0.203
N 2.539 1.427 -0.536
N 2.199 0.434 -1.377
C 2.707 -0.251 -2.441
N 1.842 -1.060 -2.910
N 0.706 -1.012 -2.112
C 0.946 -0.134 -1.221
H -1.729 -1.077 1.550
H -1.666 -1.138 -0.278
H -0.143 -1.277 0.777
H -1.422 1.149 -0.083
H 1.571 2.401 0.874
H 3.491 -0.014 -3.027
*
```

For the gap between HOMO and LUMO, the calculation gives 0.3651 hartree. Its max |F| is 5.65 eV Å⁻¹. The SMILES is CNn1cnn2cnnc12. The energy above the lowest of the compared OMol25 structures with the same formula, charge and spin is 1.377 eV. The energy is -484.4186 Ha.

3.
Below is a structure of composition C38H35FeN4O4S at a distorted geometry, with properties calculated with ωB97M-V/def2-TZVPD.

```
! wB97M-V def2-TZVPD RIJCOSX def2/J DEFGRID3
* xyz 0 6
Fe 0.101 0.048 -0.243
N -4.023 -1.171 0.700
C -3.051 -0.360 0.202
S -2.435 -0.604 -1.386
N -2.661 0.653 0.949
N -1.605 1.219 0.332
C -1.650 2.414 -0.069
C -0.505 2.898 -0.845
C -0.189 4.241 -0.957
C 0.961 4.608 -1.635
C 1.758 3.621 -2.186
C 1.362 2.305 -2.043
N 0.247 1.943 -1.405
H -4.544 -1.716 0.038
H -4.494 -0.860 1.534
H -2.529 3.029 0.104
H -0.829 4.975 -0.485
H 1.244 5.651 -1.721
H 2.672 3.858 -2.713
H 1.958 1.498 -2.455
C 4.853 -3.723 -1.846
C 4.536 -3.266 -0.434
C 5.545 -3.776 0.570
O 3.232 -3.690 -0.074
C 2.400 -2.567 0.173
C 3.192 -1.381 -0.396
O 4.530 -1.847 -0.375
C 3.097 -0.062 0.399
O 1.793 0.429 0.303
C 4.005 1.037 -0.184
C 4.868 0.872 -1.261
C 5.619 1.951 -1.730
C 5.510 3.198 -1.137
C 4.635 3.372 -0.067
C 3.891 2.301 0.399
C 3.481 -0.311 1.866
C 4.818 -0.416 2.241
C 5.158 -0.668 3.563
C 4.170 -0.808 4.528
C 2.836 -0.691 4.164
C 2.494 -0.441 2.839
C 0.988 -2.820 -0.404
O 0.135 -1.767 -0.033
C 0.362 -4.076 0.226
C 0.645 -4.445 1.537
C -0.034 -5.494 2.144
C -1.020 -6.184 1.454
C -1.324 -5.809 0.152
C -0.643 -4.762 -0.452
C 1.090 -2.959 -1.933
C 1.549 -4.149 -2.496
C 1.637 -4.299 -3.873
C 1.264 -3.263 -4.718
C 0.816 -2.069 -4.173
C 0.738 -1.926 -2.794
H 4.760 -4.809 -1.916
H 5.874 -3.431 -2.100
H 4.160 -3.262 -2.552
H 5.564 -4.867 0.550
H 5.271 -3.433 1.568
H 6.536 -3.393 0.319
H 2.290 -2.415 1.247
H 2.864 -1.169 -1.423
H 4.980 -0.095 -1.730
H 6.296 1.806 -2.564
H 6.103 4.029 -1.501
H 4.540 4.344 0.406
H 3.206 2.432 1.231
H 5.591 -0.297 1.491
H 6.202 -0.750 3.843
H 4.437 -1.016 5.557
H 2.055 -0.793 4.909
H 1.458 -0.339 2.554
H 1.388 -3.909 2.115
H 0.205 -5.761 3.167
H -1.560 -6.991 1.933
H -2.103 -6.325 -0.396
H -0.922 -4.457 -1.453
H 1.832 -4.968 -1.847
H 1.987 -5.236 -4.291
H 1.316 -3.385 -5.793
H 0.511 -1.256 -4.820
H 0.366 -0.992 -2.403
*
```

For the gap between HOMO and LUMO (spin up / spin down), the calculation gives 0.2675 / 0.2418 hartree. Its max |F| is 1.31 eV Å⁻¹. The energy is -3650.9329 Ha. The expectation value of S² is 8.7651.

4.
Below is a cluster of 3 separate species, C3H12NO in total at a distorted geometry, with properties calculated with ωB97M-V/def2-TZVPD.

```
! wB97M-V def2-TZVPD RIJCOSX def2/J DEFGRID3
* xyz 1 1
C -1.936 -0.303 0.852
C -2.741 -0.487 -0.412
N 1.848 -0.203 -0.801
C 2.664 -0.443 0.327
H -0.816 -0.168 0.719
H -2.070 -1.070 1.595
H -2.200 0.665 1.284
H -2.960 0.441 -0.923
H -3.605 -1.107 -0.218
H -2.140 -1.010 -1.173
H 2.420 -0.094 -1.643
H 2.078 -1.064 1.026
H 3.603 -0.952 0.141
H 2.825 0.486 0.900
H 1.150 0.636 -0.581
H -0.037 2.174 -0.124
O 0.128 1.222 0.040
*
```

For the gap between HOMO and LUMO, the calculation gives 0.1809 hartree. Its max |F| is 2.03 eV Å⁻¹. The energy above the lowest of the compared OMol25 structures with the same formula, charge and spin is 8.205 eV. The energy is -250.9688 Ha.